{
  "formula": "C4H8O2",
  "method": "wB97M-V/def2-TZVPD",
  "gap_ev": 9.75,
  "e_above_lowest_kj_mol": 378.6,
  "lumo_energy_ev": 0.61,
  "mol_weight_g_mol": 88.106,
  "multiplicity": 1,
  "smiles": "OC1=CC1.CO",
  "total_energy_ev": -8369.3578,
  "homo_ha": -0.336,
  "symbols": ["O", "C", "C", "C", "H", "H", "H", "H", "C", "O", "H", "H", "H", "H"],
  "xyz": [[-2.05113, -0.74450, -0.07478], [-1.35735, 0.38968, 0.02365], [-0.90290, 1.45703, -0.54753], [-0.61358, 1.28226, 0.94505], [-2.03766, -1.18501, 0.78556], [-0.81395, 2.13357, -1.38090], [-1.16255, 1.88387, 1.67776], [0.40204, 1.02070, 1.26079], [1.45583, -1.37440, -0.34223], [1.89576, -0.07031, -0.64023], [0.71109, -1.39154, 0.46976], [2.32902, -1.94165, -0.01003], [1.02090, -1.88429, -1.21431], [1.12448, 0.42459, -0.95256]],
  "forces_ev_per_a": [[0.02, 0.03, 0.16], [0.20, 0.39, -0.18], [-0.21, -0.22, -0.09], [0.08, -0.01, 0.33], [-0.03, 0.04, -0.13], [-0.04, -0.11, 0.11], [0.06, -0.09, -0.14], [-0.18, 0.03, -0.05], [-0.04, -0.41, 0.11], [-0.13, 0.19, -0.16], [0.15, 0.03, -0.12], [-0.12, 0.05, -0.05], [0.08, 0.11, 0.12], [0.16, -0.02, 0.08]]
}